No. 1
19
Properties=species:S:1:pos:R:3 method="wB97M-V/def2-TZVPD" gap_ha="0.173 / 0.360" charge=+1 multiplicity=3
H 1.4048 1.0274 0.8633
H -0.9283 1.5805 -1.1067
H 3.0572 -1.8961 0.3613
H 0.2528 0.3764 -0.8332
H -0.4972 -1.0717 1.0484
N 2.4017 -1.1414 0.4597
N -0.7647 0.6393 -0.7431
H 2.3198 -1.0175 1.4581
C 2.5060 -0.0937 -0.3651
C 1.7506 1.0524 -0.1406
N -2.9326 0.3737 0.0104
H -0.9534 -2.0273 -0.2891
C -1.3492 -1.2713 0.4441
H -3.5230 -0.2368 0.6047
H 3.0621 -0.2310 -1.2816
H 1.8009 1.9452 -0.7565
C -1.7637 -0.1336 -0.3391
H -3.2335 1.1828 -0.4293
H -2.1806 -1.6221 1.1967

No. 2
20
Properties=species:S:1:pos:R:3 method="wB97M-V/def2-TZVPD" gap_ha=0.247 charge=-1 smiles=NCNCCNC[O-]
C -0.6285 -1.4482 0.3987
C 1.2570 0.9477 -0.9493
O -3.0210 -0.0986 0.6813
H -0.2764 -1.8141 -1.7868
N 1.2204 -0.4458 -1.2360
H 1.9490 -1.0190 -0.8561
N 2.2558 1.4055 0.0923
C -0.1954 -1.0226 -1.0425
H 0.0966 -2.1614 0.9093
H 1.6492 1.3186 -1.9670
H 0.2889 1.3065 -0.5630
H -0.3063 -0.1720 1.9386
H -1.0359 -0.4185 -1.3724
H -2.0480 1.1175 1.8977
N -0.5447 -0.0526 1.0406
H 1.7745 1.2908 0.9420
H -1.8310 1.4564 0.2841
C -1.9500 0.6353 1.0283
H -1.6968 -1.7757 0.4296
H 3.0425 0.9503 0.1305

No. 3
21
Properties=species:S:1:pos:R:3 method="wB97M-V/def2-TZVPD" gap_ha=0.424 charge=+1
H -4.4868 0.2401 0.3998
O -0.3048 -0.8844 1.3796
H 1.9972 -2.0265 0.0631
C 2.6953 2.0777 0.4084
H 0.8466 -1.5318 -1.1187
H 1.7168 1.9443 0.7293
O 2.6938 1.3897 -0.8573
N -0.7644 -2.2319 -0.8439
H 3.2911 1.7360 -1.5149
C -1.8752 -2.4529 -0.7644
N 1.5744 -1.2454 -0.4109
H 3.4788 1.8052 1.1532
C -3.4680 0.6136 0.3979
H -3.1567 0.6233 -0.7425
N -2.5048 -0.3342 0.7909
H 2.3727 -0.6832 -0.8653
H -3.3536 1.5535 0.8059
H 2.7098 3.2023 0.3200
C -1.4358 -0.5267 1.1915
H -2.9294 -2.4515 -0.6771
H 0.9029 -0.8172 0.1552

No. 4
22
Properties=species:S:1:pos:R:3 method="wB97M-V/def2-TZVPD" gap_ha="0.224 / 0.281" charge=+1 multiplicity=3
C -1.4192 -1.2500 -0.8096
N 1.9074 -0.0390 -1.2328
N -0.6180 1.9441 0.3975
H 0.3161 0.7794 2.3229
H -0.6717 2.8634 0.7812
H -0.0157 0.5634 -1.7999
H 0.4234 -0.4373 1.3548
H 2.1738 1.9363 -0.6600
N 0.8408 0.4727 1.5878
H 2.5390 -0.4846 -0.6083
H 1.8858 -0.7648 -1.9763
H -1.5069 -3.1588 -0.0293
C 0.5406 1.3719 0.1380
H -3.0247 -2.3729 -0.0501
O -0.2307 -0.7977 -0.2152
O 1.5697 2.2466 0.0595
H 1.7915 0.3081 2.0184
C -2.0141 -2.1950 0.1471
C 0.5485 0.3032 -0.9095
O -1.7078 -1.0064 -1.9344
H -1.8853 -1.7141 1.2340
H -1.4424 1.4315 0.1842

No. 5
23
Properties=species:S:1:pos:R:3 method="wB97M-V/def2-TZVPD" gap_ha=0.323 charge=+1 smiles="NC(N)=[NH+]CCCS(=O)(=O)O"
C 0.6094 1.0154 -0.4026
O -1.6517 -0.8413 1.3539
H -3.2373 0.8996 1.5661
H 3.7155 0.4347 0.9654
S -2.5554 -0.6004 0.2531
H -1.1269 -0.7174 -1.6151
H -2.4904 0.3533 -1.8431
C -0.8458 1.3070 -0.8158
C -1.6982 0.0803 -1.1430
H 2.4743 -2.6124 0.2388
H 2.2741 -1.8247 -1.1950
H -1.3491 1.9174 -0.0649
O -3.3609 -1.6690 -0.2284
N 2.6700 -1.7421 -0.2598
H 2.6167 0.0158 2.2426
C 2.0858 -0.6942 0.3934
N 0.7576 -0.3748 0.1620
H 0.3099 -0.3484 1.0913
H 0.9248 1.7648 0.3285
H -0.7865 1.9285 -1.7111
O -3.4829 0.6101 0.6740
H 1.2885 1.1086 -1.2511
N 2.8585 -0.0109 1.2610

No. 6
20
Properties=species:S:1:pos:R:3 method="wB97M-V/def2-TZVPD" gap_ha=0.342 charge=0
C 0.2997 -0.0419 0.4194
N 1.5154 0.0137 1.1454
H 0.2211 -2.1830 -0.4292
H 0.1906 3.1154 -1.0614
C 0.2045 0.9842 -0.7527
H 1.0973 0.8410 -1.3719
H 1.5767 -0.6261 1.9253
H 2.3539 0.0824 0.5867
C 0.1979 2.4190 -0.2230
H -0.7013 2.5998 0.3679
H -0.9644 -0.1464 -1.9980
H 1.0674 2.6267 0.3993
N -0.9676 0.7804 -1.5852
H -0.9943 -3.8534 -0.3992
H -1.7948 0.8135 -0.9954
N -0.8358 -0.2226 1.0591
C -0.8827 -2.9678 0.2043
H 0.5247 -1.3069 -0.5253
H -0.7455 -0.4194 2.0505
N -1.3629 -2.5087 1.1835

No. 7
20
Properties=species:S:1:pos:R:3 method="wB97M-V/def2-TZVPD" gap_ha=0.349 charge=0 smiles="[H]/N=N/N(C)CCNC"
N -2.4139 -0.1821 -1.9524
C -0.1663 0.0517 1.2282
H -1.1206 -1.7869 0.5936
H -0.8288 0.2790 2.2408
N -0.4744 -0.9384 -1.1378
H -2.0660 -0.5628 -0.0131
H 1.4252 -0.5560 -2.0730
H 1.3613 -1.6195 -0.6827
C -0.9891 -0.7270 0.1676
H -2.8389 0.2683 -2.7692
H 0.6606 -2.1725 -2.2293
C 1.5345 1.7403 1.6874
H 2.2062 0.9410 1.7361
H 1.0901 2.0741 2.6861
H 1.9978 2.5818 1.3485
C 0.8930 -1.3597 -1.5843
H -0.1079 1.9745 0.4802
N 0.5217 1.2390 0.8048
H 0.5580 -0.6567 1.6433
N -1.2424 -0.5881 -2.1749

No. 8
20
Properties=species:S:1:pos:R:3 method="wB97M-V/def2-TZVPD" gap_ha=0.349 charge=0 smiles="[H]/N=C(/C)N(N)N.C=C"
C 0.7198 0.4858 -0.5335
C 0.1918 0.8745 -1.8964
N 1.4917 -1.1283 1.0072
H 0.9855 -2.7297 -0.8139
C -2.5057 0.6280 0.7722
C -2.0475 0.8978 1.9964
H -2.2519 -0.3030 0.2747
H 1.9596 -1.6427 -1.5680
H 1.2573 -2.0567 1.3514
H 1.3802 0.9642 1.1207
N 0.7977 -0.8668 -0.1653
H -3.1152 1.3447 0.2314
H 1.0273 0.9440 -2.5981
N 1.1056 1.4498 0.2540
H -0.3055 1.8474 -1.8389
H -1.4096 0.1937 2.5216
H -0.5306 0.1387 -2.2600
H 2.4948 -1.1013 0.8332
H -2.2754 1.8399 2.4848
N 1.0300 -1.7800 -1.1737

No. 9
21
Properties=species:S:1:pos:R:3 method="wB97M-V/def2-TZVPD" gap_ha=0.313 charge=0 smiles="CN(C)N(N)[C@H](N)C=O"
N -1.3511 -1.9443 0.7299
N 0.7405 0.3180 -0.5742
H 2.4271 -0.3825 1.3196
C -0.8284 -0.6279 1.0797
H 1.6388 2.0096 0.3252
O -2.5865 0.2809 -0.3727
H -0.6721 0.0923 -2.1396
C 0.3253 -0.2446 -1.8443
N 0.5722 -0.5445 0.6690
H 1.3040 -0.9235 2.5065
H -0.9603 -0.4378 2.1509
H 1.5794 2.0402 -1.4348
H 0.1186 2.3480 -0.5146
N 1.4803 -0.3332 1.6913
H -0.8152 -2.2940 -0.0591
C -1.5868 0.4968 0.3212
H 0.3091 -1.3377 -1.8199
H 1.0120 0.0646 -2.6397
H -1.4318 1.4940 0.7739
C 1.0245 1.7364 -0.5406
H -2.2995 -1.8109 0.3725

No. 10
21
Properties=species:S:1:pos:R:3 method="wB97M-V/def2-TZVPD" gap_ha=0.328 charge=0
H 1.3948 -2.8744 -0.2366
H 1.6484 2.1470 -1.6157
N -0.9292 2.1742 -1.4970
N -1.0107 0.4502 0.6086
H -0.3607 -2.8416 -0.5688
C -0.1305 0.2773 -0.3961
C 0.4545 -2.2102 -0.0691
H -1.8582 1.8490 -1.3327
H 0.2041 -1.4890 3.0941
N -1.0462 -0.6338 1.4960
C 1.1150 1.1488 -2.2056
H -0.5732 0.6679 3.5409
O 0.5817 -0.8682 -0.5376
H 0.2004 -2.2854 1.0505
C -0.1583 -0.1877 2.5288
H 1.0297 1.2831 -3.4316
N -0.1516 1.1595 -1.4553
H 0.7423 0.1140 1.8642
H 1.5250 0.0157 -2.1536
H -1.9964 -0.7822 2.0225
H -0.6807 2.8858 -0.7056

No. 11
21
Properties=species:S:1:pos:R:3 method="wB97M-V/def2-TZVPD" gap_ha=0.316 charge=0 smiles="COCCN(N)/C=N/N"
H 1.3683 -2.1581 -1.3668
C -1.3608 0.4566 -0.2847
H 0.3987 -1.5562 0.8619
N -0.0750 1.1009 0.1365
H 0.1080 2.3085 -1.4098
N -1.8179 -0.5725 0.3181
H 2.7310 -0.8015 -1.8865
H -3.3077 -1.7408 0.6738
H -1.7835 1.0943 -1.0454
H 1.0611 -0.3120 -1.5540
C 0.7594 0.6576 1.1886
H -0.3957 3.0684 0.0441
N 0.2238 2.4144 -0.3625
H 0.1945 0.6629 2.1908
N -2.9884 -1.2519 -0.1042
C 1.1933 -0.8425 1.0280
O 2.2523 -0.9909 0.1204
H 1.7117 1.2781 1.3112
H -3.6560 -0.6318 -0.6094
C 1.8214 -1.0702 -1.2786
H 1.5616 -1.1132 2.0286

No. 12
22
Properties=species:S:1:pos:R:3 method="wB97M-V/def2-TZVPD" gap_ha=0.366 charge=0
O 0.1592 -1.3693 1.4988
H 1.6425 -1.3646 -1.4653
H 2.4781 -1.2483 0.0965
C 0.9445 1.4400 -0.9763
H 0.6450 0.9940 -1.9243
H -3.0613 0.6686 0.9020
N -2.0584 0.6194 0.9989
H 2.0201 1.3479 -0.8200
H 1.6242 -2.7397 -0.3242
N 0.6123 1.3580 1.3783
H -0.8219 -1.3386 -1.5826
H -0.1602 1.9489 1.6883
C 0.3667 -1.1359 0.2922
C 1.6022 -1.6530 -0.4137
H 0.6758 2.4966 -1.0093
H -1.7000 -0.0428 1.6781
H -1.6361 -1.8310 -0.1443
H 0.6213 0.5614 2.0232
N 0.2222 0.8018 0.1231
C -1.3991 0.6145 -0.2257
O -1.8706 1.1438 -1.2207
N -0.9063 -1.2714 -0.5731

No. 13
22
Properties=species:S:1:pos:R:3 method="wB97M-V/def2-TZVPD" gap_ha=0.290 charge=0
H 1.6196 0.9462 2.2933
H 1.8355 0.0922 -1.4499
H -1.3231 -2.0912 -0.5951
C -0.5591 0.0141 -1.4444
N -1.4467 1.2131 0.8816
O -0.0525 1.2575 -1.8753
C -0.3516 0.6763 1.3807
H -1.2442 2.2139 0.4768
H 0.7632 2.3425 1.7177
N 1.6751 -0.8844 -1.0458
H -1.3358 -0.9224 1.9152
O -1.8809 -0.1467 -1.2948
N -0.3106 -2.0787 -0.4437
H -2.1353 0.3104 -0.3622
H 1.3397 1.3198 0.4734
C 0.9663 1.3387 1.4831
H 0.3552 -1.1374 2.0769
C 0.2649 -0.8838 -0.8418
H 2.0201 -1.4735 -1.8564
H 0.3167 -2.8235 -0.6749
H -0.0795 1.2238 -2.8289
N -0.4370 -0.5069 2.0146

No. 14
22
Properties=species:S:1:pos:R:3 method="wB97M-V/def2-TZVPD" gap_ha=0.360 charge=0 smiles="CNN(C)C(N)(N)C(=O)O"
C 0.6365 0.7787 0.0334
N -0.6470 0.2811 0.5240
H -0.6734 -3.0069 -0.3864
H -1.0641 -1.4755 1.3917
H 0.3441 2.6499 0.7439
H -0.3388 -1.6177 -1.4433
H -1.9867 -1.8973 -0.8368
H -1.8338 1.9001 0.0484
H 2.5848 -1.2138 1.7495
C 1.5616 -0.4478 0.3537
H -2.7068 0.3827 0.3439
H 1.1606 0.3213 -1.8679
C -0.9205 -1.9663 -0.5926
H 1.1257 1.9351 -1.5537
O 2.0984 -1.0929 -0.5149
C -1.8260 0.8241 -0.1225
O 1.9160 -0.5190 1.6419
N -0.5416 -1.1777 0.5709
H 1.2366 1.7002 1.7374
H -1.8447 0.6426 -1.2015
N 0.6495 1.0573 -1.3869
N 1.0696 1.9420 0.7677

No. 15
28
Properties=species:S:1:pos:R:3 method="wB97M-V/def2-TZVPD" gap_ha=0.372 charge=0 smiles="C[N+](=O)[O-].C[N+](=O)[O-].C[N+](=O)[O-].C[N+](=O)[O-]"
N 1.6143 11.3058 19.2364
H -2.9692 13.5576 20.1141
O 0.1413 14.0605 20.5008
O 4.4767 11.0840 24.2652
O 1.1632 11.0718 20.3353
C -2.2198 12.9000 14.6231
H -1.2901 12.3793 14.4136
O 2.7744 11.5550 18.9919
H -2.8712 12.2875 15.2353
O 5.0573 11.2833 22.1995
N -1.0327 14.0070 20.7895
H -1.8733 14.3716 18.9159
H 2.8222 12.2274 21.8334
N -1.8523 14.0994 15.4422
H -1.6224 12.6752 19.3044
N 4.3059 11.4830 23.1306
H -0.2591 10.8422 18.3912
C 0.6602 11.3271 18.0875
O -2.3003 15.1696 15.1048
C 3.0841 12.3135 22.8807
H 2.2815 11.8962 23.4781
O -1.1236 13.9144 16.3982
H 0.4544 12.3789 17.8923
C -1.9739 13.6237 19.6982
H 3.3626 13.3140 23.1931
H 1.1677 10.8402 17.2651
H -2.6806 13.2637 13.7150
O -1.4987 14.2552 21.8859

No. 16
22
Properties=species:S:1:pos:R:3 method="wB97M-V/def2-TZVPD" gap_ha=0.381 charge=+2
N 1.7090 -1.6049 0.1811
C 0.5166 -1.8919 0.7001
H -0.2323 1.0364 2.5222
H 2.4663 -2.3236 0.1821
H -2.4392 0.0407 0.9972
H 1.7699 1.9926 1.7269
H 1.3162 1.5254 -0.6851
N -1.9595 0.6916 0.4628
N 1.2831 1.5588 1.0467
N 0.8939 1.0067 -1.4439
H -1.8332 -0.8071 -1.7876
H 1.8020 -0.7300 -0.2629
C -0.2085 0.4419 -1.1883
H -0.9483 0.0619 -3.0986
N -1.0769 -0.1261 -2.0212
C -0.6119 0.3408 0.3768
H -2.1802 1.6004 0.1883
H -1.3772 -1.4340 1.0928
H 0.2082 -2.7992 1.1823
H 1.1613 1.4348 -2.3362
C 0.2219 1.0616 1.5259
N -0.4809 -1.0770 0.6386

No. 17
18
Properties=species:S:1:pos:R:3 method="wB97M-V/def2-TZVPD" gap_ha=0.409 charge=+1
H 2.9438 -0.0722 -0.7456
H 1.9381 0.2767 -2.0580
N -0.6874 1.0711 0.9353
H -2.5482 -1.5323 -1.1126
H -1.7786 0.2968 2.4954
H -0.2897 1.3900 -0.9940
H -0.5128 -0.8299 1.6016
H -3.0368 -0.4173 -0.0613
C 2.0665 -0.4438 -1.2501
O -2.4155 -1.0449 -0.2743
C 0.3797 0.9769 -0.2040
H -1.0702 2.0162 1.1429
C 0.9433 -0.4537 -0.1727
C -0.9920 0.1277 1.7870
H 1.0087 1.7640 0.1619
H 2.3265 -1.4822 -1.6191
H 0.1248 -1.1345 -0.2984
H 1.5996 -0.5086 0.6660

No. 18
18
Properties=species:S:1:pos:R:3 method="wB97M-V/def2-TZVPD" gap_ha=0.416 charge=+1 smiles=C[NH2+][C@H](C)CO
H 0.3130 1.0061 3.0851
H -1.3574 0.6919 -0.3003
H -1.2381 -1.6132 -2.1154
H 0.5160 -0.7374 1.8627
C -0.2317 -1.1538 -2.0317
H -1.3413 -0.5933 1.8817
C -0.4208 -0.0774 1.5927
H 0.2345 -2.1232 -2.3405
N 0.1289 -0.8559 -0.5786
C -0.4297 0.3667 0.1273
H -0.2584 -1.6695 -0.1972
H 1.1447 -0.8090 -0.6756
H -0.0081 -0.2401 -2.6537
H 1.2915 1.4680 0.6995
C 0.6287 1.5280 -0.0433
O -0.3450 1.0895 2.3844
H 0.1009 2.3582 0.2114
H 1.2722 1.3644 -0.9087

No. 19
19
Properties=species:S:1:pos:R:3 method="wB97M-V/def2-TZVPD" gap_ha=0.252 charge=-1
C 1.1151 0.0595 -0.8868
H -1.9564 -0.3144 0.7652
H -2.6351 1.5514 -0.7524
H 0.7445 1.0850 -0.9880
N -0.0619 -0.6295 -0.0567
H 0.9194 -1.1889 1.2544
H -0.0420 2.0549 0.7733
H -1.2338 1.2243 -1.7889
H -2.4659 -0.0088 -1.5021
H -0.3230 0.8984 2.0685
C -0.7678 1.3512 1.1800
O 1.4166 -1.3847 2.1145
H 2.1244 -0.7378 2.0256
C -1.1869 0.2436 0.2219
H 2.0137 -0.1327 -0.2919
H -1.6356 1.9403 1.4712
C -1.8861 0.7931 -1.0305
H -0.2813 -1.3687 -0.7181
O 1.2447 -0.5232 -2.0729

No. 20
19
Properties=species:S:1:pos:R:3 method="wB97M-V/def2-TZVPD" gap_ha=0.287 charge=-1
H 2.5178 -0.4733 1.1084
H -2.2753 -0.0713 -2.4814
H -2.0480 -0.8167 0.0094
C -1.6716 0.0442 0.6063
C -0.3311 -0.3624 1.2594
H 0.1680 -0.7474 -0.7913
H -1.4695 0.7729 -1.4908
H 2.4067 1.6313 -0.6213
H 0.0655 0.5539 1.6890
C 0.6148 -0.9224 0.1893
H 0.7135 -1.9823 0.3662
O -1.5044 1.1741 -0.1616
H 0.8575 1.3742 -0.2517
H 2.5776 -0.7202 -0.6231
H -2.4365 0.1575 1.4030
N 1.8136 1.1670 0.0514
H -0.5005 -1.0123 2.1099
C 1.9920 -0.2493 0.1770
O -1.4901 0.4825 -2.5481

No. 21
19
Properties=species:S:1:pos:R:3 method="wB97M-V/def2-TZVPD" gap_ha=0.240 charge=-1
H -2.2208 -2.2197 -1.3688
H 1.0883 1.4804 1.3382
C -0.4669 -0.5443 1.4511
H 0.4178 2.4655 0.0152
O -1.4426 -2.1133 -1.9204
H -0.4349 2.3270 1.5855
C 0.1701 1.8019 0.8338
H -0.7964 -1.5276 -1.4283
H -0.7108 -1.5337 1.0694
O 2.2190 0.6381 -1.5270
H 0.5619 -0.5401 1.8384
C 1.5252 -0.3023 -0.9233
H -1.1038 -0.2234 2.2646
H -1.5846 0.8116 0.2187
H 1.5549 -1.3039 -1.4066
H 1.8005 -0.4412 0.1536
H -0.0439 0.6935 -1.6443
N 0.0112 0.0223 -0.8939
C -0.5443 0.5092 0.3438

No. 22
19
Properties=species:S:1:pos:R:3 method="wB97M-V/def2-TZVPD" gap_ha=0.276 charge=-1
H -2.3675 1.5661 0.8541
H -0.3304 1.8327 1.2330
O 0.6750 1.6127 0.8088
O -1.6839 1.7089 1.5062
H -0.9889 -1.4715 -2.1003
H 0.3694 1.8531 -1.1361
C 0.0677 -2.3513 0.6552
H 1.8153 0.7934 -0.7007
C -0.2104 -0.6982 -2.0520
H 0.7244 -1.1682 -2.3935
H -1.0170 -0.0652 -0.2068
C -0.0175 -0.2351 -0.6376
H 0.7189 -3.1434 1.0059
C 0.7846 1.0728 -0.4618
H 1.2104 -0.6918 0.8458
H -0.4639 -2.7982 -0.1868
H -0.6804 -2.0216 1.3716
H -0.5027 0.1014 -2.7369
N 0.8619 -1.2492 0.0645

No. 23
19
Properties=species:S:1:pos:R:3 method="wB97M-V/def2-TZVPD" gap_ha=0.241 charge=-1
H 1.0046 0.8034 1.3254
H 1.1632 2.4112 0.4039
O 0.6503 -2.3238 -0.8695
C 0.2270 0.7252 -0.6461
H 1.6273 0.0374 -2.3830
O -2.6157 -0.2912 2.1612
H -1.3199 -2.3411 -0.0439
H 0.1505 -1.6216 0.8182
H 2.0961 1.4008 -1.4014
H -0.4504 1.6097 1.2098
H -0.3228 1.4940 -1.3660
C 1.5518 0.3750 -1.3363
C -0.3091 -1.8309 -0.1189
H -2.0128 -0.6745 1.3664
H -1.3537 -0.6917 -1.2796
N -0.7276 -0.3884 -0.5717
C 0.5409 1.4713 0.6111
H 2.0810 -0.2197 -0.6549
H -1.9806 0.0551 2.7754

No. 24
19
Properties=species:S:1:pos:R:3 method="wB97M-V/def2-TZVPD" gap_ha=0.249 charge=-1
H 3.1436 1.1915 -1.0367
H -1.9920 1.2914 1.9219
H -2.4126 -1.2122 1.9545
H -3.4169 -0.3264 0.7972
C -2.3875 -0.6230 1.0342
H 2.4140 -0.6067 -0.0490
C -1.5115 0.6026 1.2201
H 0.3601 -1.7128 -0.3129
H 0.4111 0.1982 0.9913
H 1.6158 2.0187 -0.7603
H -2.0155 -1.2740 0.2430
N 1.6044 -0.0342 -0.2501
O 1.3720 -1.5671 -2.0849
H -1.4123 1.1294 0.2604
C 2.0621 1.0736 -1.0893
H 1.7962 0.9127 -2.1370
O -0.2484 0.2833 1.7417
C 0.7402 -0.9956 -1.0783
H -0.1226 -0.3495 -1.3657

For reference, energy above the lowest of the compared OMol25 structures with the same formula, charge and spin by record: 0.817 3.732 3.591 0.000 0.682 4.358 3.665 3.120 4.695 8.923 4.675 2.388 2.110 1.564 0.324 1.104 2.208 2.576 0.639 0.229 0.661 0.886 2.162 0.877 eV.
For reference, maximum force by record: 4.895 6.996 5.142 9.957 1.579 3.375 3.722 2.453 3.947 7.838 3.555 2.559 3.392 1.470 0.517 4.705 4.227 4.560 2.377 1.402 1.357 2.146 4.890 0.641 eV Å⁻¹.